Run one
Formula: C13H16N2O2
Source: the OMol25 dataset
Level of theory: ωB97M-V/def2-TZVPD

Properties
- LUMO level: -0.0542 Ha
- Net charge: 0
- Gap between HOMO and LUMO: 0.2626 hartree
- Molecular weight: 232.3 g/mol

Geometry as XYZ:
```
33
C13H16N2O2 (ωB97M-V/def2-TZVPD)
C -0.26 -2.09 -2.44
N -1.03 -1.61 -1.21
C -0.74 -2.25 0.15
C -1.36 -1.46 1.22
C -1.19 0.00 0.59
C -2.40 0.81 0.76
C 0.12 0.67 1.08
C 0.25 1.55 2.11
C 1.47 2.13 2.56
O 1.45 2.67 3.69
C 2.72 1.77 1.79
O 3.91 2.08 1.93
C 2.39 1.04 0.50
C 1.20 0.51 0.19
N 0.69 0.02 -1.01
C 1.13 0.72 -2.30
C -0.78 -0.21 -0.90
H -0.68 -3.06 -2.70
H 0.83 -2.23 -2.22
H -0.35 -1.38 -3.23
H 0.30 -2.44 0.25
H -1.11 -3.24 0.16
H -2.47 -1.60 1.33
H -0.94 -1.53 2.13
H -3.15 0.20 0.49
H -2.55 1.23 1.76
H -2.41 1.71 0.10
H -0.67 1.76 2.75
H 3.33 1.02 -0.11
H 1.53 1.75 -2.16
H 0.25 0.79 -2.91
H 1.89 0.21 -2.84
H -1.38 0.44 -1.52
```

***

Run two
Formula: C13H16N2O2
Source: the OMol25 dataset
Level of theory: ωB97M-V/def2-TZVPD

Properties
- LUMO level: 0.0308 Ha
- Net charge: 0
- Gap between HOMO and LUMO: 0.3214 hartree
- Molecular weight: 232.3 g/mol

Geometry as XYZ:
```
33
C13H16N2O2 (ωB97M-V/def2-TZVPD)
C -6.04 -0.25 -0.45
C -4.80 -1.10 -0.69
O -3.65 -0.29 -0.93
C -3.03 0.20 0.17
O -3.35 -0.06 1.30
N -2.03 1.03 -0.20
C -1.06 1.54 0.74
C 0.26 0.80 0.64
C 0.31 -0.54 1.06
C 1.46 -1.28 0.96
C 2.59 -0.66 0.42
N 3.85 -1.13 0.20
C 4.62 -0.14 -0.35
C 6.04 -0.38 -0.69
C 3.86 0.99 -0.50
C 2.55 0.69 -0.01
C 1.37 1.41 0.10
H -6.21 0.42 -1.29
H -6.91 -0.89 -0.33
H -5.91 0.34 0.45
H -4.62 -1.74 0.18
H -4.91 -1.71 -1.59
H -1.80 1.06 -1.18
H -1.50 1.40 1.74
H -0.91 2.60 0.56
H -0.58 -0.98 1.47
H 1.50 -2.31 1.29
H 4.17 -2.06 0.42
H 6.13 -1.19 -1.41
H 6.48 0.52 -1.11
H 6.61 -0.66 0.20
H 4.18 1.93 -0.90
H 1.33 2.44 -0.23
```

***

Computed relative energies in units of kcal/mol: run one 105.0; run two 0.0

***

Run one
Formula: C30H28BBr4Cl2F4N3O3SeSi2W
Source: the OMol25 dataset
Level of theory: ωB97M-V/def2-TZVPD

Properties
- LUMO level: -0.0493 Ha
- Net charge: 0
- Gap between HOMO and LUMO: 0.2489 hartree
- Molecular weight: 1274.9 g/mol

Geometry as XYZ:
```
79
C30H28BBr4Cl2F4N3O3SeSi2W (ωB97M-V/def2-TZVPD)
W 0.19 -0.06 0.07
C -0.49 3.09 1.98
Si -0.85 1.26 2.15
C -0.26 0.81 3.87
C -2.71 1.23 2.21
C -3.43 1.75 3.30
C -4.82 1.74 3.29
C -5.50 1.22 2.20
C -4.79 0.71 1.12
C -3.39 0.71 1.12
Si -2.43 0.02 -0.34
C -3.15 0.92 -1.81
C -3.17 -1.69 -0.51
H -1.09 3.61 2.73
H -0.79 3.43 1.00
H 0.56 3.35 2.13
H -0.84 1.40 4.58
H 0.79 1.03 4.03
H -0.43 -0.25 4.10
H -2.91 2.18 4.15
H -5.37 2.14 4.14
H -6.58 1.20 2.19
H -5.34 0.31 0.28
H -4.24 0.89 -1.69
H -2.87 0.43 -2.74
H -2.85 1.97 -1.86
H -4.25 -1.51 -0.51
H -2.95 -2.35 0.33
H -2.92 -2.20 -1.44
Br -1.04 -5.99 -3.44
C -0.80 -4.72 -2.08
C -0.82 -5.11 -0.73
Br -1.05 -6.91 -0.26
C -0.68 -4.15 0.27
Br -0.75 -4.55 2.11
C -0.50 -2.83 -0.09
O -0.38 -1.79 0.76
C -0.39 -2.46 -1.42
O -0.11 -1.18 -1.58
C -0.58 -3.38 -2.43
Br -0.55 -2.75 -4.19
Cl 3.13 4.00 -0.10
C 3.21 2.70 1.03
C 4.24 2.71 1.99
C 4.36 1.71 2.90
Cl 5.63 1.76 4.08
C 3.45 0.62 2.90
C 3.49 -0.50 3.76
C 2.55 -1.47 3.63
C 1.55 -1.36 2.64
N 1.49 -0.33 1.83
C 2.44 0.65 1.94
C 2.30 1.69 1.00
O 1.25 1.58 0.18
H 4.95 3.53 1.99
H 4.26 -0.57 4.51
H 2.55 -2.35 4.25
H 0.79 -2.12 2.52
F 2.34 -0.12 -1.32
B 3.11 -1.28 -0.87
F 2.13 -2.04 -0.16
F 4.09 -0.84 0.01
F 3.60 -1.97 -1.94
C 0.06 4.61 -1.64
N -0.79 4.13 -2.71
C -1.57 4.93 -3.53
C -2.12 4.12 -4.46
N -1.68 2.84 -4.18
C -2.04 1.67 -4.98
C -0.86 2.85 -3.11
Se 0.05 1.33 -2.51
H 0.28 5.66 -1.81
H 0.97 4.02 -1.63
H -0.44 4.50 -0.68
H -1.65 5.99 -3.39
H -2.77 4.34 -5.28
H -1.96 1.93 -6.04
H -3.05 1.35 -4.75
H -1.35 0.87 -4.75
```

***

Run two
Formula: C30H28BBr4Cl2F4N3O3SeSi2W
Source: the OMol25 dataset
Level of theory: ωB97M-V/def2-TZVPD

Properties
- LUMO level: -0.0409 Ha
- Net charge: 0
- Gap between HOMO and LUMO: 0.2459 hartree
- Molecular weight: 1274.9 g/mol

Geometry as XYZ:
```
79
C30H28BBr4Cl2F4N3O3SeSi2W (ωB97M-V/def2-TZVPD)
W -0.45 -0.08 -0.30
C 1.04 0.48 -3.63
Si 1.60 0.71 -1.86
C 3.25 -0.18 -1.74
C 2.04 2.52 -1.67
C 3.13 3.08 -2.35
C 3.43 4.42 -2.23
C 2.64 5.24 -1.43
C 1.55 4.70 -0.76
C 1.24 3.34 -0.87
Si -0.29 2.60 -0.09
C -1.79 3.35 -0.91
C -0.29 3.33 1.65
H 1.81 0.96 -4.24
H 0.09 0.96 -3.87
H 0.98 -0.57 -3.93
H 3.91 0.37 -2.42
H 3.22 -1.21 -2.08
H 3.73 -0.16 -0.76
H 3.76 2.47 -2.99
H 4.27 4.84 -2.76
H 2.87 6.29 -1.33
H 0.94 5.35 -0.15
H -1.78 4.42 -0.66
H -2.72 2.91 -0.56
H -1.74 3.26 -2.00
H -0.27 4.41 1.47
H 0.60 3.10 2.25
H -1.18 3.14 2.24
Br -2.94 -2.78 -6.29
C -2.63 -1.69 -4.79
C -3.42 -0.56 -4.56
Br -4.85 -0.16 -5.72
C -3.17 0.28 -3.49
Br -4.17 1.82 -3.12
C -2.12 -0.05 -2.64
O -1.69 0.65 -1.58
C -1.40 -1.22 -2.80
O -0.54 -1.43 -1.82
C -1.60 -2.03 -3.91
Br -0.45 -3.48 -4.18
Cl -4.29 0.88 2.83
C -2.63 0.77 3.26
C -2.25 0.86 4.61
C -0.94 0.87 4.99
Cl -0.52 1.01 6.67
C 0.09 0.77 4.03
C 1.47 0.90 4.26
C 2.34 0.86 3.21
C 1.86 0.63 1.91
N 0.57 0.48 1.67
C -0.32 0.60 2.69
C -1.67 0.65 2.28
O -1.89 0.68 0.99
H -3.04 0.94 5.36
H 1.83 1.05 5.27
H 3.41 0.99 3.35
H 2.54 0.57 1.07
F -2.00 -3.66 0.13
B -2.44 -2.47 0.65
F -1.15 -1.67 1.02
F -3.07 -2.60 1.86
F -3.09 -1.69 -0.28
C 0.66 -4.86 -1.03
N 0.60 -4.62 0.41
C 0.15 -5.52 1.34
C 0.10 -4.87 2.52
N 0.54 -3.59 2.29
C 0.59 -2.55 3.31
C 0.84 -3.43 0.99
Se 1.63 -1.98 0.08
H 0.37 -5.90 -1.20
H 1.67 -4.69 -1.39
H -0.03 -4.19 -1.53
H -0.14 -6.52 1.07
H -0.22 -5.19 3.49
H 0.82 -3.02 4.27
H -0.37 -2.05 3.36
H 1.38 -1.85 3.06
```

***

Run three
Formula: C30H28BBr4Cl2F4N3O3SeSi2W
Source: the OMol25 dataset
Level of theory: ωB97M-V/def2-TZVPD

Properties
- LUMO level: -0.0498 Ha
- Net charge: 0
- Gap between HOMO and LUMO: 0.2411 hartree
- Molecular weight: 1274.9 g/mol

Geometry as XYZ:
```
79
C30H28BBr4Cl2F4N3O3SeSi2W (ωB97M-V/def2-TZVPD)
W 0.32 -0.18 -0.09
C -3.34 -1.00 0.38
Si -2.28 0.50 -0.02
C -2.68 1.91 1.17
C -2.99 1.26 -1.59
C -4.34 1.62 -1.73
C -4.75 2.37 -2.81
C -3.83 2.79 -3.77
C -2.50 2.43 -3.64
C -2.07 1.66 -2.56
Si -0.39 0.86 -2.42
C -0.58 -0.59 -3.60
C 0.95 2.05 -2.95
H -4.37 -0.67 0.49
H -3.04 -1.51 1.30
H -3.30 -1.72 -0.44
H -3.76 1.88 1.38
H -2.48 2.85 0.65
H -2.13 1.95 2.10
H -5.06 1.31 -0.99
H -5.80 2.65 -2.92
H -4.16 3.39 -4.61
H -1.79 2.76 -4.40
H -0.85 -0.17 -4.58
H -1.42 -1.21 -3.28
H 0.31 -1.20 -3.71
H 0.70 2.39 -3.96
H 1.95 1.62 -2.99
H 0.97 2.93 -2.30
Br 6.53 -1.44 -3.02
C 5.16 -0.76 -1.92
C 5.48 -0.06 -0.75
Br 7.28 0.23 -0.27
C 4.46 0.41 0.08
Br 4.79 1.29 1.71
C 3.14 0.18 -0.27
O 2.09 0.57 0.46
C 2.82 -0.48 -1.45
O 1.52 -0.60 -1.70
C 3.83 -0.97 -2.27
Br 3.30 -1.93 -3.79
Cl -2.12 -3.86 -2.30
C -0.62 -4.01 -1.48
C 0.06 -5.25 -1.52
C 1.23 -5.44 -0.84
Cl 2.03 -6.97 -0.91
C 1.81 -4.39 -0.08
C 2.99 -4.45 0.69
C 3.38 -3.34 1.39
C 2.63 -2.16 1.32
N 1.55 -2.07 0.58
C 1.13 -3.16 -0.09
C -0.08 -2.97 -0.78
O -0.64 -1.76 -0.64
H -0.37 -6.06 -2.09
H 3.57 -5.36 0.71
H 4.28 -3.35 2.00
H 2.92 -1.28 1.88
F -0.46 3.68 -0.50
B 0.35 3.33 0.54
F 0.11 1.78 0.71
F -0.06 3.83 1.76
F 1.68 3.48 0.30
C -3.02 0.11 4.18
N -1.81 0.93 4.26
C -1.69 2.11 4.96
C -0.45 2.59 4.70
N 0.16 1.70 3.85
C 1.55 1.82 3.41
C -0.68 0.70 3.57
Se -0.38 -0.81 2.50
H -3.70 0.45 4.95
H -2.76 -0.93 4.34
H -3.47 0.23 3.20
H -2.49 2.50 5.56
H 0.04 3.49 5.03
H 2.20 1.77 4.29
H 1.68 2.76 2.89
H 1.78 1.01 2.73
```

***

Computed relative energies in units of kcal/mol: run one 30.1; run two 5.8; run three 0.0

***

Run one
Formula: C4H3IN2
Source: the OMol25 dataset
Level of theory: ωB97M-V/def2-TZVPD

Properties
- LUMO level: -0.0361 Ha
- Net charge: 0
- Gap between HOMO and LUMO: 0.3576 hartree
- Molecular weight: 206.0 g/mol

Geometry as XYZ:
```
10
C4H3IN2 (ωB97M-V/def2-TZVPD)
C -0.91 0.81 0.08
C 0.52 -0.07 0.00
I 2.31 1.15 0.12
C 0.47 -1.02 1.09
N 0.39 -1.78 1.93
C 0.45 -0.77 -1.26
N 0.31 -1.30 -2.26
H -0.85 1.59 -0.68
H -1.74 0.14 -0.10
H -0.96 1.26 1.07
```

***

Run two
Formula: C4H3IN2
Source: the OMol25 dataset
Level of theory: ωB97M-V/def2-TZVPD

Properties
- LUMO level: -0.0180 Ha
- Net charge: 0
- Gap between HOMO and LUMO: 0.3179 hartree
- Molecular weight: 206.0 g/mol

Geometry as XYZ:
```
10
C4H3IN2 (ωB97M-V/def2-TZVPD)
C -1.48 -2.22 0.36
C 1.06 1.16 0.61
C 0.00 1.72 0.85
C -2.14 -0.50 -1.26
N -1.50 -2.89 1.27
N -1.32 -1.40 -0.69
I -3.44 0.27 0.06
H 1.76 0.28 0.64
H -0.53 -1.59 -1.30
H -0.67 2.52 1.06
```

***

Computed relative energies in units of kcal/mol: run one 0.0; run two 102.6

***

Run one
Formula: C3H10OS2
Source: the OMol25 dataset
Level of theory: ωB97M-V/def2-TZVPD

Properties
- LUMO level: 0.0105 Ha
- Net charge: 0
- Gap between HOMO and LUMO: 0.3419 hartree
- Molecular weight: 126.2 g/mol

Geometry as XYZ:
```
16
C3H10OS2 (ωB97M-V/def2-TZVPD)
C 0.38 1.78 0.23
C 1.59 1.07 -0.35
O 2.29 0.34 0.66
H -0.09 1.09 0.94
H -0.33 1.88 -0.59
H 0.73 2.68 0.73
H 1.27 0.34 -1.10
H 2.31 1.77 -0.77
H 2.31 -0.61 0.59
C -2.43 -1.04 -0.23
S -1.16 -2.19 -0.91
S -0.01 -2.56 0.84
H -2.15 -0.52 0.68
H -2.57 -0.34 -1.04
H -3.23 -1.73 0.02
H 1.07 -1.97 0.28
```

***

Run two
Formula: C3H10OS2
Source: the OMol25 dataset
Level of theory: ωB97M-V/def2-TZVPD

Properties
- LUMO level: 0.0145 Ha
- Net charge: 0
- Gap between HOMO and LUMO: 0.3430 hartree
- Molecular weight: 126.2 g/mol

Geometry as XYZ:
```
16
C3H10OS2 (ωB97M-V/def2-TZVPD)
C -3.29 0.46 -0.51
C -1.86 0.65 -1.09
C -1.05 -0.72 -1.27
S 0.49 -0.82 -0.32
S 1.29 1.09 -0.60
H -3.48 0.77 0.45
H -3.90 1.33 -0.84
H -3.77 -0.53 -0.78
H -1.40 1.39 -0.34
H -1.82 1.18 -1.95
H -0.97 -1.06 -2.38
H -1.76 -1.49 -0.79
H 1.24 1.58 0.63
O 2.55 -1.00 3.82
H 2.29 -1.04 2.95
H 1.90 -0.81 4.46
```

***

Computed relative energies in units of kcal/mol: run one 0.0; run two 11.3

***

Run one
Formula: C3H10OS2
Source: the OMol25 dataset
Level of theory: ωB97M-V/def2-TZVPD

Properties
- LUMO level: 0.0209 Ha
- Net charge: 0
- Gap between HOMO and LUMO: 0.3610 hartree
- Molecular weight: 126.2 g/mol

Geometry as XYZ:
```
16
C3H10OS2 (ωB97M-V/def2-TZVPD)
C -0.11 3.57 -1.25
C -0.06 2.57 -0.12
O 0.76 1.49 -0.55
H -0.54 3.11 -2.16
H 0.90 3.94 -1.49
H -0.74 4.44 -0.98
H 0.36 3.05 0.79
H -1.08 2.22 0.12
H 0.80 0.83 0.18
C 0.66 -4.16 1.10
S -0.60 -3.05 1.74
S -1.89 -2.91 0.15
H 1.36 -4.37 1.93
H 1.22 -3.72 0.27
H 0.23 -5.12 0.77
H -1.29 -1.89 -0.50
```

***

Run two
Formula: C3H10OS2
Source: the OMol25 dataset
Level of theory: ωB97M-V/def2-TZVPD

Properties
- LUMO level: 0.0252 Ha
- Net charge: 0
- Gap between HOMO and LUMO: 0.3508 hartree
- Molecular weight: 126.2 g/mol

Geometry as XYZ:
```
16
C3H10OS2 (ωB97M-V/def2-TZVPD)
C 3.44 -0.45 -0.09
C 2.14 0.09 -0.76
O 1.57 1.16 -0.01
H 3.24 -0.81 0.94
H 3.70 -1.28 -0.78
H 4.26 0.28 -0.03
H 1.47 -0.77 -0.73
H 2.48 0.45 -1.73
H 2.22 1.83 0.20
C -0.73 -0.12 1.77
S -1.77 -0.88 0.48
S -1.75 0.59 -0.99
H -1.08 -0.56 2.70
H -0.80 0.96 1.75
H 0.34 -0.30 1.67
H -0.83 0.12 -1.84
```

***

Run three
Formula: C3H10OS2
Source: the OMol25 dataset
Level of theory: ωB97M-V/def2-TZVPD

Properties
- LUMO level: 0.0259 Ha
- Net charge: 0
- Gap between HOMO and LUMO: 0.3555 hartree
- Molecular weight: 126.2 g/mol

Geometry as XYZ:
```
16
C3H10OS2 (ωB97M-V/def2-TZVPD)
C -0.15 -0.94 -2.37
C -0.24 -1.11 -0.87
O -1.29 -0.37 -0.25
H 0.06 0.10 -2.61
H 0.69 -1.53 -2.75
H -1.07 -1.29 -2.84
H 0.67 -0.78 -0.37
H -0.42 -2.13 -0.56
H -1.74 0.24 -0.84
C 0.13 2.01 1.62
S 1.69 1.20 2.05
S 1.15 -0.51 3.05
H -0.16 2.66 2.45
H -0.66 1.28 1.48
H 0.24 2.61 0.72
H 1.10 -1.42 2.07
```

***

Run four
Formula: C3H10OS2
Source: the OMol25 dataset
Level of theory: ωB97M-V/def2-TZVPD

Properties
- LUMO level: 0.0004 Ha
- Net charge: 0
- Gap between HOMO and LUMO: 0.3164 hartree
- Molecular weight: 126.2 g/mol

Geometry as XYZ:
```
16
C3H10OS2 (ωB97M-V/def2-TZVPD)
C -1.31 1.95 -0.15
C -1.22 1.26 -1.53
O -0.66 2.24 -2.38
H -0.62 1.52 0.54
H -2.28 1.87 0.44
H -1.05 3.00 -0.26
H -0.59 0.38 -1.65
H -2.23 0.88 -1.83
H 0.29 2.25 -2.25
C 2.34 -1.84 1.41
S 0.73 -1.21 1.36
S -0.21 -3.16 1.39
H 2.49 -2.48 2.25
H 2.32 -2.62 0.61
H 3.19 -1.25 1.28
H -1.19 -2.78 0.76
```

***

Computed relative energies in units of kcal/mol: run one 0.0; run two 6.4; run three 1.8; run four 30.8

***

Run one
Formula: C6H16N4
Source: the OMol25 dataset
Level of theory: ωB97M-V/def2-TZVPD

Properties
- LUMO level: -0.2767 Ha
- Net charge: +2
- Gap between HOMO and LUMO: 0.3945 hartree
- Molecular weight: 144.2 g/mol

Geometry as XYZ:
```
26
C6H16N4 (ωB97M-V/def2-TZVPD)
C -3.31 1.01 -0.27
C -3.70 0.34 0.89
C 2.36 -0.96 0.32
C -0.04 -1.54 0.86
C 0.70 -1.00 -1.51
C 0.87 -0.66 -0.07
N 1.14 1.84 0.22
N 2.38 2.01 -0.06
N -2.82 1.15 -1.30
N 0.40 0.87 0.24
H -3.68 1.08 1.82
H -3.03 -0.43 1.14
H -4.68 -0.10 0.91
H 2.43 -1.99 0.52
H 3.26 -0.70 -0.52
H 2.54 -0.37 1.27
H 0.59 -2.00 1.63
H -0.39 -2.38 0.39
H -0.83 -0.95 1.23
H -0.36 -1.10 -1.79
H 1.12 -0.31 -2.14
H 1.17 -1.98 -1.61
H 2.91 1.19 -0.37
H 2.88 2.91 0.17
H -2.63 1.26 -2.32
H 0.72 2.80 0.36
```

***

Run two
Formula: C6H16N4
Source: the OMol25 dataset
Level of theory: ωB97M-V/def2-TZVPD

Properties
- LUMO level: -0.2588 Ha
- Net charge: +2
- Gap between HOMO and LUMO: 0.3796 hartree
- Molecular weight: 144.2 g/mol

Geometry as XYZ:
```
26
C6H16N4 (ωB97M-V/def2-TZVPD)
C -1.19 1.78 0.53
C -0.07 1.94 -0.58
C -1.93 0.32 0.28
C 1.77 0.59 0.60
C 0.96 0.78 -0.66
C 0.46 -0.57 -0.84
N 1.38 -1.56 -0.33
N -1.08 -0.79 0.41
N 2.16 -0.90 0.70
N -1.71 -2.07 -0.01
H -0.69 1.80 1.47
H -1.98 2.61 0.36
H -0.47 1.86 -1.61
H 0.31 2.91 -0.40
H -2.77 0.25 0.97
H -2.46 0.48 -0.77
H 2.73 1.19 0.68
H 1.17 0.78 1.50
H 1.69 1.06 -1.49
H 0.32 -0.92 -1.82
H 1.81 -2.21 -0.90
H 3.19 -1.05 0.59
H 1.74 -1.23 1.58
H -0.81 -2.73 -0.27
H -2.27 -2.01 -0.85
H -2.29 -2.30 0.83
```

***

Computed relative energies in units of kcal/mol: run one 7.0; run two 0.0